Record 1
{"formula": "C3H7NO2", "method": "ωB97M-V/def2-TZVPD", "symbols": ["O", "O", "N", "C", "C", "C", "H", "H", "H", "H", "H", "H", "H"], "xyz": [[-0.97433, -1.31917, -1.57093], [0.87998, -0.82268, 1.42225], [-1.30286, 0.11085, 0.22445], [0.75725, -1.03669, 0.04511], [-0.51587, -0.89302, -0.51905], [0.26891, 1.33636, -0.42532], [1.77353, -0.50677, 1.60296], [-2.23552, 0.20000, -0.16565], [-0.48278, 2.11828, -0.41882], [1.46730, -1.71637, -0.42073], [0.69404, 1.15528, -1.40651], [-1.29788, -0.01769, 1.23170], [0.96824, 1.39162, 0.40053]], "lumo_ha": [-0.0179, 0.0071], "spin_multiplicity": 1, "total_energy_ev": -8804.9923, "fmax_ha_per_bohr": 0.0206, "homo_energy_ev": [-6.900, -7.624], "gap_ev": [6.41, 7.82]}

***

Record 2
{"formula": "C3H10N3O", "method": "ωB97M-V/def2-TZVPD", "symbols": ["O", "N", "N", "N", "C", "C", "C", "H", "H", "H", "H", "H", "H", "H", "H", "H", "H"], "xyz": [[-0.98031, 0.73796, 0.16855], [1.29466, 2.14662, 0.06245], [1.17755, -0.09918, -0.04016], [1.80550, 0.97602, 0.13280], [-2.39140, 0.50590, 0.07317], [-0.23152, -0.50566, -0.15170], [2.04774, -1.33173, 0.12868], [-0.55507, -0.67654, -1.18208], [0.33732, 2.48220, -0.19570], [-0.32542, -1.28788, 0.51391], [1.63495, -2.34397, -0.00070], [2.68383, -1.21169, -0.78717], [-2.96317, 1.23118, 0.61279], [2.64870, -1.13091, 0.98030], [1.94223, 2.95714, 0.18850], [-2.55258, -0.44120, 0.55462], [-2.67780, 0.54434, -0.94342]], "lumo_ha": -0.1554, "spin_multiplicity": 1, "total_energy_ev": -9781.1047, "total_charge": 1, "fmax_ha_per_bohr": 0.1221, "homo_energy_ev": -14.724, "smiles": "COC/[N+](C)=N\\N", "gap_ev": 10.50}

***

Record 3
{"formula": "C3H10NOP", "method": "ωB97M-V/def2-TZVPD", "symbols": ["P", "O", "N", "C", "C", "C", "H", "H", "H", "H", "H", "H", "H", "H", "H", "H"], "xyz": [[-0.89989, -0.65441, -0.12248], [-1.52736, -0.49345, 1.35335], [0.76062, -0.35561, 0.12200], [1.65365, -0.57037, -1.05003], [-2.48011, 1.52006, -1.07487], [1.51777, -0.22042, 1.36506], [0.98888, -1.23700, -1.63132], [1.69907, -1.15369, 1.95176], [2.62259, 0.06161, 1.16798], [-1.97699, -1.33102, 1.68240], [-2.90910, 1.95010, -0.20862], [1.04962, 0.41634, 2.05450], [-1.93464, 2.07098, -1.84480], [1.85073, 0.32039, -1.50395], [-3.06067, 0.81483, -1.48011], [2.64584, -1.13832, -0.78085]], "lumo_ha": [0.0200, 0.0182], "spin_multiplicity": 1, "total_energy_ev": -16096.1681, "fmax_ha_per_bohr": 0.0883, "homo_energy_ev": [-6.447, -7.332], "gap_ev": [6.99, 7.83]}

***

Record 4
{"formula": "C10H30BrN6O4", "method": "ωB97M-V/def2-TZVPD", "symbols": ["Br", "O", "O", "O", "O", "N", "N", "N", "N", "N", "N", "C", "C", "C", "C", "C", "C", "C", "C", "C", "C", "H", "H", "H", "H", "H", "H", "H", "H", "H", "H", "H", "H", "H", "H", "H", "H", "H", "H", "H", "H", "H", "H", "H", "H", "H", "H", "H", "H", "H", "H"], "xyz": [[1.20930, 0.96714, -1.34054], [-0.98314, -1.36411, 1.86380], [-1.97976, -2.43166, -2.85575], [5.28297, -1.25829, 2.20988], [-2.45667, 3.46657, -1.57627], [-0.97253, -1.85192, -0.99870], [-0.44612, 2.78818, -3.66170], [-1.34976, 0.82222, 1.45258], [-1.43746, 0.05247, 3.42671], [-2.73194, -3.12411, -0.95627], [1.83912, -0.45033, 1.73701], [-2.54851, 2.20775, -2.25352], [-3.53041, 3.72509, -0.70861], [5.76322, -1.55151, 3.41812], [-1.26801, -0.23770, 2.21230], [2.88518, -1.14842, 2.39548], [-1.88066, 2.30517, -3.63220], [4.21444, -0.35779, 2.10614], [-1.94907, 1.02084, -4.42846], [2.77972, -2.54911, 1.66498], [-1.85563, -2.49849, -1.67186], [6.04464, -0.60807, 3.88590], [5.05434, -2.13866, 4.00194], [-3.60961, -3.48147, -1.30570], [-0.33510, -1.28436, -1.53874], [-1.97365, 1.38336, -1.83159], [-2.92797, 0.54249, -4.39647], [-1.70540, 1.12203, -5.48605], [-0.06447, 2.97137, -4.57870], [-3.80829, 2.81011, -0.18546], [-2.62461, 2.91609, -4.14347], [-1.69459, 1.74442, 1.67783], [-3.61011, 1.97656, -2.34091], [-4.34614, 4.06271, -1.34788], [-1.37796, 0.15914, -4.08293], [3.55356, -3.08091, 2.21859], [0.96861, -0.96082, 1.77809], [4.43714, 0.38143, 2.87559], [1.80467, -2.94693, 1.94623], [6.65473, -2.17865, 3.41306], [0.10988, 2.12524, -3.14067], [-1.84607, 0.93485, 3.69972], [4.19024, 0.11018, 1.12200], [-3.26122, 4.53883, -0.03521], [-1.40705, -0.73865, 4.05386], [2.76498, -1.26764, 3.47226], [-0.79439, 0.73527, 0.61347], [2.74271, -2.61827, 0.57781], [1.93473, -0.48906, 0.73229], [-1.06346, -1.79744, 0.00573], [-2.39441, -3.45513, -0.06374]], "lumo_ha": 0.0973, "spin_multiplicity": 1, "total_energy_ev": -98030.9056, "total_charge": -1, "fmax_ha_per_bohr": 0.1404, "homo_energy_ev": -4.630, "gap_ev": 7.28}

***

Record 5
{"formula": "C7H11ClIN3O3", "method": "ωB97M-V/def2-TZVPD", "symbols": ["I", "Cl", "O", "O", "O", "N", "N", "N", "C", "C", "C", "C", "C", "C", "C", "H", "H", "H", "H", "H", "H", "H", "H", "H", "H", "H"], "xyz": [[3.42956, -2.25967, 1.77714], [-2.07306, 2.18450, -1.57151], [1.46382, -4.09022, 0.13210], [0.61513, -2.68096, -1.35492], [-2.81809, 1.61239, 1.30372], [1.33882, -2.96995, -0.38661], [2.21593, -0.72736, -0.59225], [0.48388, 0.13730, 0.59449], [2.05541, -1.84216, 0.20020], [-0.43620, 1.19889, 0.91202], [1.47383, 1.27509, -1.43406], [-1.90180, 0.74170, 0.66256], [0.27908, -1.08546, 1.25128], [1.35579, 0.19490, -0.42594], [-2.07265, 0.54819, -0.90657], [-0.43859, 2.17704, 0.35237], [1.59550, 2.16094, -0.91395], [-0.42169, 1.30917, 1.91374], [0.65787, 1.57731, -2.08462], [0.57217, -0.99698, 2.29915], [-2.11069, -0.18605, 1.10704], [2.32928, 1.10784, -2.08473], [-2.77919, 2.38010, 0.67531], [-3.01930, 0.11987, -1.16872], [-0.63759, -1.75098, 0.89627], [-1.15722, -0.13544, -1.15351]], "lumo_ha": -0.0289, "spin_multiplicity": 1, "total_energy_ev": -38667.0561, "fmax_ha_per_bohr": 0.0789, "homo_energy_ev": -9.051, "gap_ev": 8.26}

***

Record 6
{"formula": "C10H19N2SSe2SiTe2W", "method": "ωB97M-V/def2-TZVPD", "symbols": ["W", "Te", "Te", "Se", "Se", "S", "Si", "N", "N", "C", "C", "C", "C", "C", "C", "C", "C", "C", "C", "H", "H", "H", "H", "H", "H", "H", "H", "H", "H", "H", "H", "H", "H", "H", "H", "H", "H", "H"], "xyz": [[0.06704, -0.15681, 0.46399], [-1.14996, 2.21204, 1.28668], [-2.79578, 0.02904, 1.36511], [0.57302, 0.92969, 2.69502], [-1.87689, -1.52675, -0.36304], [0.79391, -2.23868, 1.65727], [1.44481, -0.03994, -2.13481], [2.01306, -0.88610, 3.62307], [2.12377, -3.20010, 3.73560], [3.13235, -1.94951, 5.43232], [2.84450, 0.55981, 5.37546], [2.67536, -0.79218, 4.80553], [2.52169, 0.31048, -3.60219], [0.91174, -1.87378, -2.07153], [3.33893, -4.47835, 5.40861], [2.86793, -3.18420, 4.87630], [1.97014, 0.24099, -0.29453], [-0.12289, 1.13542, -2.07859], [1.72695, -2.06300, 3.13155], [2.53291, -5.21410, 5.45918], [1.86776, -4.09755, 3.33462], [1.67955, -2.44839, -2.60321], [-0.01478, -2.09197, -2.60737], [1.85186, 0.98138, 5.56362], [-0.17837, 1.51638, -3.10872], [2.03741, -0.05801, -4.50993], [4.10511, -4.89428, 4.74579], [3.31870, 1.23326, 4.65759], [0.87695, -2.32702, -1.07619], [2.76492, -0.45992, -0.02249], [-1.12410, 0.72299, -1.93399], [3.69140, -1.89038, 6.35525], [3.78150, -4.37114, 6.39488], [0.02838, 2.04855, -1.49836], [3.48378, -0.19899, -3.51635], [2.39787, 1.24352, -0.18059], [2.72767, 1.37272, -3.74094], [3.41312, 0.54784, 6.30015]], "lumo_ha": [-0.4546, -0.4336], "spin_multiplicity": 1, "total_energy_ev": -179448.6737, "total_charge": 3, "fmax_ha_per_bohr": 0.0632, "homo_energy_ev": [-18.207, -18.228], "gap_ev": [5.84, 6.43]}